ORCA calculation (the ωB97M-V functional and the def2-TZVPD basis) on the molecule C19H33N3O3P at a distorted geometry.

ORCA input file:
```
! wB97M-V def2-TZVPD RIJCOSX def2/J DEFGRID3
* xyz 0 2
C -0.74 -3.94 1.93
C 0.03 -2.70 1.46
C 1.48 -2.90 1.94
C -0.61 -1.44 2.09
C -0.65 -0.16 1.24
C -1.49 0.90 2.02
C -2.29 1.96 1.25
C -1.52 3.07 0.53
N -1.17 2.64 -0.83
C -0.29 3.55 -1.58
C 1.05 2.90 -1.80
C 2.19 3.28 -1.09
C 3.40 2.62 -1.27
C 3.49 1.58 -2.18
C 2.37 1.21 -2.93
C 1.17 1.87 -2.73
O 0.05 1.55 -3.46
P 1.00 0.76 1.10
N 1.71 0.37 2.62
O 1.96 -0.22 0.19
C -1.18 -0.44 -0.17
C -0.99 -1.87 -0.73
C -0.59 -1.76 -2.21
C -2.31 -2.63 -0.65
N 0.09 -2.62 -0.03
O 0.34 -3.74 -0.59
H -1.80 -3.90 1.67
H -0.68 -3.97 3.02
H -0.30 -4.86 1.54
H 1.49 -3.11 3.01
H 1.91 -3.75 1.41
H 2.09 -2.03 1.72
H -1.62 -1.70 2.42
H -0.04 -1.21 2.99
H -0.78 1.45 2.66
H -2.17 0.40 2.71
H -2.94 2.43 1.99
H -2.97 1.51 0.52
H -2.18 3.95 0.48
H -0.63 3.35 1.09
H -2.03 2.53 -1.35
H -0.75 3.77 -2.54
H -0.14 4.48 -1.02
H 2.12 4.08 -0.37
H 4.27 2.91 -0.70
H 4.43 1.06 -2.32
H 2.44 0.41 -3.65
H -0.02 0.59 -3.54
H 1.70 1.21 3.20
H 2.67 0.07 2.53
H 1.81 -0.01 -0.74
H -2.25 -0.24 -0.24
H -0.68 0.27 -0.84
H 0.49 -1.61 -2.31
H -0.85 -2.66 -2.77
H -1.11 -0.91 -2.66
H -3.00 -2.17 -1.37
H -2.79 -2.55 0.33
H -2.19 -3.67 -0.94
*
```

* expectation value of S²: 0.754
* E_LUMO (alpha / beta): 0.70 / 0.70 eV
* E_tot: -1475.08208 hartree
* F_max: 0.029 Eh/bohr